Record 1
Molecular formula: C7H10BrClN
Method: DFT, ωB97M-V with the def2-TZVPD basis set

The geometry in XYZ format:
```
20
Properties=species:S:1:pos:R:3
C -1.3405 -0.4851 -1.5203
C -2.4950 0.3936 -1.2547
C -0.1465 -0.5304 -0.8692
C -2.4581 1.6534 -0.8311
C 0.1348 1.6635 0.0200
C 1.7868 -1.7515 1.1920
C 1.6804 -0.2542 0.9474
N 0.2853 0.1770 0.3253
Cl -2.9803 3.1201 -0.5836
Br 0.2237 2.6476 1.6076
H -1.6779 -1.1658 -2.2720
H -3.5420 0.0538 -1.5512
H 0.5803 -1.3161 -1.2011
H 0.8062 2.0145 -0.7745
H 1.3725 -2.2130 0.3036
H 2.8487 -1.9167 1.3264
H 1.1124 -2.1775 2.0185
H 2.3913 -0.2260 0.1216
H 1.8464 0.2048 1.8975
H -0.4284 0.1080 1.0978
```

LUMO level (spin up / spin down)   -4.045 / -4.848 eV
E_tot   -91463.321 eV
Charge   +1
Spin multiplicity   1
Frontier orbital gap (spin up / spin down)   8.7 / 7.1 eV
Relative energy (zero: lowest compared OMol25 entry of this formula, charge and spin)   69.0 kcal/mol

Record 2
Molecular formula: C7H10Cl2N2O3
Method: DFT, ωB97M-V with the def2-TZVPD basis set

The geometry in XYZ format:
```
24
Properties=species:S:1:pos:R:3
C -0.0072 -2.0957 -1.2376
O -0.8065 -1.0392 -0.8035
C -0.9881 -0.7149 0.5237
C -2.4731 -0.2600 0.6749
O -3.0755 -0.4535 1.6960
N -0.7587 -1.7721 1.4601
Cl -1.8256 -3.1321 1.3714
C -0.1867 -1.3246 2.6554
O 0.0295 -1.9433 3.6376
N 0.0991 -0.0039 2.4135
Cl 1.0952 0.7799 3.4971
C 0.0745 0.4975 1.0595
C 1.4182 0.4512 0.4125
C -0.6038 1.8711 0.8138
H 0.1289 -2.0027 -2.2358
H -0.4503 -2.9543 -0.9904
H 0.9626 -2.0136 -0.9560
H -2.8578 0.1549 -0.2243
H 1.9460 1.4639 0.5645
H 1.2489 0.1495 -0.7083
H 2.0940 -0.3198 1.0144
H -0.5389 2.0192 -0.1604
H 0.0500 2.4805 1.3350
H -1.5040 1.8999 1.3425
```

Structure (SMILES)   CO[C@@]1(C=O)N(Cl)C(=O)N(Cl)C1(C)C
LUMO level   0.391 eV
E_tot   -41584.808 eV
Spin multiplicity   1
Frontier orbital gap   9.8 eV
Relative energy (zero: lowest compared OMol25 entry of this formula, charge and spin)   49.5 kcal/mol

Record 3
Molecular formula: C7H10ClO4
Method: DFT, ωB97M-V with the def2-TZVPD basis set

The geometry in XYZ format:
```
22
Properties=species:S:1:pos:R:3
O -0.5807 3.0782 2.0309
C 0.2430 2.1546 1.7807
Cl 1.7878 2.0683 2.7591
C -0.1486 1.1612 0.5877
C 0.9357 0.0255 0.2696
C 2.2691 0.4482 -0.5194
C 1.5392 0.8059 -1.9382
O 0.3184 0.0184 -2.0745
C 0.2369 -0.8162 -0.8967
O -0.2255 -1.9529 -0.7433
H -1.1370 0.6312 0.8772
H -0.4145 1.8267 -0.3143
H 1.1063 -0.6386 1.1789
H 2.9857 -0.4043 -0.7810
H 2.6802 1.3255 0.0892
H 2.2554 0.5829 -2.7961
H 1.1991 1.9000 -1.9078
C -3.0046 -2.4114 0.4985
O -2.8024 -1.2805 1.1841
H -4.0537 -2.6565 0.2182
H -2.4994 -2.5032 -0.4858
H -2.6906 -3.3629 0.9830
```

LUMO level   2.648 eV
E_tot   -28131.184 eV
Charge   -1
Spin multiplicity   1
Frontier orbital gap   4.8 eV

Record 4
Molecular formula: C7H10CrN3O4S5
Method: DFT, ωB97M-V with the def2-TZVPD basis set

The geometry in XYZ format:
```
30
Properties=species:S:1:pos:R:3
Cr 0.9860 0.0967 0.7721
N 2.2429 1.4843 1.9006
C 2.1520 1.1302 3.3275
C 1.7993 -0.3776 3.4736
O 2.1269 -0.9573 4.4957
O 1.1502 -0.8475 2.4733
H 3.1850 1.3280 1.5606
H 2.0211 2.4572 1.7229
H 1.3248 1.6814 3.7765
H 3.0639 1.3395 3.8864
N -0.6155 2.0976 0.8112
N 0.1795 3.0149 0.0820
C 1.0938 2.4768 -0.8739
O 1.6436 3.2760 -1.6169
O 1.2865 1.2167 -0.7819
H -1.4034 1.7618 0.2646
H -0.9705 2.5683 1.6314
H -0.2991 3.8197 -0.2975
C -2.3636 -4.2737 -1.1653
S -1.0761 -4.0900 -2.4370
C -1.1757 -2.3595 -2.7217
C -0.7836 -1.3969 -1.8478
S -0.1469 -1.7073 -0.2674
S -1.1009 0.2408 -2.4212
C -1.9425 -0.1531 -3.8906
S -2.6324 0.9757 -4.8657
S -1.9393 -1.8480 -4.2167
H -2.3503 -5.3128 -0.8417
H -3.3318 -4.0281 -1.5968
H -2.1239 -3.6138 -0.3363
```

LUMO level (spin up / spin down)   2.442 / 2.412 eV
E_tot   -102684.365 eV
Charge   -1
Spin multiplicity   5
Frontier orbital gap (spin up / spin down)   7.0 / 7.2 eV
Relative energy (zero: lowest compared OMol25 entry of this formula, charge and spin)   9.0 kcal/mol
⟨S²⟩   6.013

Record 5
Molecular formula: C7H10FN3O2
Method: DFT, ωB97M-V with the def2-TZVPD basis set

The geometry in XYZ format:
```
23
Properties=species:S:1:pos:R:3
C 1.8637 -0.5891 0.5080
C 3.5141 0.2423 -0.5658
C 1.8614 0.8494 0.7870
C -1.8078 1.6161 -0.0298
C -1.3939 -1.5244 -0.5475
C 0.7064 1.6205 1.0825
C -0.6974 0.9124 -0.7461
N 2.9114 -0.8625 -0.2629
N 2.9520 1.3402 0.0560
N -0.3967 -0.4681 -0.8525
O -2.2298 0.9254 1.0333
O -2.3240 2.5817 -0.4830
F -0.0323 1.5940 -1.6680
H 1.4330 -1.3877 1.0070
H 4.3714 0.4662 -1.1909
H -1.0272 -2.4998 -0.9728
H -1.6878 -1.5876 0.5043
H -2.3233 -1.1849 -1.0304
H 0.8114 2.7087 0.8756
H 0.1139 1.1767 1.8931
H 3.3187 2.2467 0.0642
H 0.5947 -0.6386 -0.4542
H -1.7485 0.0445 1.1846
```

LUMO level (spin up / spin down)   -0.198 / -0.196 eV
E_tot   -18700.585 eV
Spin multiplicity   1
Frontier orbital gap (spin up / spin down)   7.5 / 7.5 eV
Relative energy (zero: lowest compared OMol25 entry of this formula, charge and spin)   79.4 kcal/mol

Record 6
Molecular formula: C7H10FN6O
Method: DFT, ωB97M-V with the def2-TZVPD basis set

The geometry in XYZ format:
```
25
Properties=species:S:1:pos:R:3
C 1.4743 -0.3307 0.0765
C 2.2083 0.9211 -0.0963
C 3.6555 -0.6006 -0.3301
C 0.4694 2.3321 0.4186
C -0.9161 -1.3592 0.6117
C 0.1773 -0.3013 0.4671
C -0.2144 -2.6716 0.9106
N 3.4825 0.6558 -0.3928
N 1.7194 2.0929 0.0567
N 2.4269 -1.2465 -0.1466
N -0.4440 1.4975 0.4899
N -3.0748 1.0889 -1.6538
N -1.7041 1.6099 0.7150
O -2.0612 -1.2212 0.3720
F 4.7024 -1.3020 -0.6449
H 0.1941 3.4075 0.5841
H 0.1617 -2.7832 1.8396
H 0.6535 -3.0036 0.3123
H -1.0168 -3.4301 0.7838
H 2.4582 -2.1891 0.2080
H -2.5651 1.0854 -2.5383
H -3.8269 0.3030 -1.4982
H -2.2250 1.0095 0.1114
H -3.6199 2.0080 -1.7064
H -2.1150 2.4274 1.0502
```

LUMO level (spin up / spin down)   -5.178 / -5.178 eV
E_tot   -21116.046 eV
Charge   +1
Spin multiplicity   1
Frontier orbital gap (spin up / spin down)   7.6 / 7.6 eV
Relative energy (zero: lowest compared OMol25 entry of this formula, charge and spin)   54.9 kcal/mol

Record 7
Molecular formula: C7H10FP
Method: DFT, ωB97M-V with the def2-TZVPD basis set

The geometry in XYZ format:
```
19
Properties=species:S:1:pos:R:3
C -1.1370 2.0142 -0.2618
C 0.0186 1.6531 -0.8005
C -1.5506 1.2590 0.8673
C -0.9061 0.1427 1.2481
C 1.8462 0.7238 0.6861
C -0.1133 -0.9174 -1.4866
C 0.8644 -1.9255 0.9089
F 2.8810 1.1215 -0.0011
P 0.5181 -0.2505 0.1995
H -1.6026 2.8689 -0.7252
H 0.4750 1.8947 -1.6541
H -2.3807 1.5053 1.4483
H -1.1690 -0.4353 2.0497
H -0.3216 -2.0443 -1.4235
H -1.1572 -0.5015 -1.7334
H 0.4409 -0.6724 -2.4024
H 1.8771 -2.0311 0.5594
H 1.0299 -1.5912 1.9242
H 0.3868 -2.8141 0.5971
```

LUMO level (spin up / spin down)   -0.183 / -0.183 eV
E_tot   -19420.000 eV
Spin multiplicity   1
Frontier orbital gap (spin up / spin down)   7.7 / 7.7 eV
Relative energy (zero: lowest compared OMol25 entry of this formula, charge and spin)   113.3 kcal/mol

Record 8
Molecular formula: C7H10INYb
Method: DFT, ωB97M-V with the def2-TZVPD basis set

The geometry in XYZ format:
```
20
Properties=species:S:1:pos:R:3
C -0.4433 1.1414 -1.4753
C 0.9563 1.2463 -1.2263
C 1.1515 2.0389 -0.0583
C -0.1383 2.4515 0.3932
C -1.1256 1.8984 -0.4796
Yb -0.1648 -0.2403 0.9612
N -1.5251 -1.4260 -0.1501
C -0.3038 -2.3176 0.2281
C 1.0723 -1.8331 0.0287
H 2.1147 2.3160 0.3828
H 1.7438 0.8065 -1.8345
H -0.3333 3.0568 1.2727
H -2.2082 2.0425 -0.4127
H -0.9034 0.6042 -2.3018
H 1.3992 -1.7241 -1.0000
H -0.4051 -2.6981 1.2911
H -2.3736 -1.9607 0.0843
H 1.7838 -2.3106 0.6985
H -0.3964 -3.2269 -0.4396
I 0.0992 0.1350 4.0375
```

LUMO level (spin up / spin down)   3.007 / 3.008 eV
E_tot   -48542.691 eV
Charge   -1
Spin multiplicity   2
Frontier orbital gap (spin up / spin down)   6.9 / 6.9 eV
⟨S²⟩   0.751